{"formula": "C33H43BCoFN8O4S3", "method": "ωB97M-V with the def2-TZVPD basis set", "elements": ["Co", "C", "C", "C", "C", "N", "N", "B", "N", "N", "C", "C", "C", "C", "C", "S", "C", "C", "C", "C", "N", "N", "C", "C", "C", "C", "C", "S", "C", "C", "C", "C", "C", "S", "C", "C", "C", "C", "H", "H", "H", "H", "H", "H", "H", "H", "H", "H", "H", "H", "H", "H", "H", "H", "H", "H", "H", "H", "H", "H", "H", "H", "H", "H", "H", "H", "H", "H", "H", "H", "H", "H", "H", "H", "H", "H", "H", "F", "C", "C", "N", "C", "C", "O", "O", "C", "O", "N", "C", "O", "H", "H", "H", "H"], "positions_angstrom": [[0.3537, -0.4591, 0.3591], [5.0210, 1.2381, -0.9329], [3.8108, 2.0966, -0.9131], [3.7961, 3.3933, -1.3322], [2.5987, 4.1483, -1.2391], [1.4994, 3.6279, -0.7535], [1.4726, 2.3465, -0.3937], [0.1515, 1.6607, 0.1109], [-1.0335, 2.0019, -0.8435], [-1.0088, 3.0684, -1.6189], [-2.0369, 3.3707, -2.3721], [-3.2249, 2.6076, -2.3256], [-3.2736, 1.4883, -1.5400], [-4.4500, 0.5825, -1.4987], [-2.0948, 1.1636, -0.8139], [-1.9508, -0.3038, 0.0200], [-1.8983, 4.5723, -3.2822], [-3.0294, 4.6948, -4.3057], [-1.9277, 5.8190, -2.3874], [-0.5756, 4.4197, -4.0424], [-0.2204, 2.1553, 1.5559], [-0.5293, 3.4410, 1.5789], [-0.8581, 4.0419, 2.6913], [-0.8904, 3.3397, 3.9179], [-0.6012, 2.0061, 3.9235], [-0.6041, 1.1767, 5.1524], [-0.2640, 1.3952, 2.6777], [0.0923, -0.2586, 2.6689], [-1.1533, 5.5208, 2.5860], [-2.3071, 5.6931, 1.5909], [-1.5311, 6.1495, 3.9273], [0.1281, 6.1779, 2.0610], [2.5658, 1.5633, -0.4801], [2.4526, -0.0953, -0.1389], [2.6839, 5.5943, -1.6884], [3.7167, 6.2962, -0.7932], [1.3545, 6.3251, -1.5766], [3.1502, 5.6349, -3.1538], [5.8859, 1.7933, -1.2843], [4.8565, 0.3821, -1.5853], [5.2222, 0.8479, 0.0644], [4.6911, 3.8391, -1.7331], [-4.0761, 2.8846, -2.9252], [-5.2348, 0.9437, -2.1570], [-4.8433, 0.4949, -0.4867], [-4.1523, -0.4170, -1.8148], [-3.9854, 4.8954, -3.8276], [-3.1149, 3.8034, -4.9230], [-2.8117, 5.5366, -4.9592], [-2.9415, 5.9944, -2.0337], [-1.6098, 6.6946, -2.9450], [-1.2811, 5.6862, -1.5283], [-0.6535, 3.5972, -4.7506], [0.2315, 4.1959, -3.3535], [-0.3461, 5.3245, -4.5977], [-1.1429, 3.8364, 4.8383], [-0.8852, 1.7571, 6.0253], [0.3869, 0.7520, 5.3037], [-1.2948, 0.3444, 5.0328], [-3.1965, 5.1842, 1.9594], [-2.0328, 5.2691, 0.6296], [-2.5393, 6.7466, 1.4664], [-2.4330, 5.7021, 4.3400], [-1.7247, 7.2091, 3.7793], [-0.7212, 6.0613, 4.6493], [0.4107, 5.6972, 1.1300], [0.9381, 6.0494, 2.7775], [-0.0264, 7.2403, 1.8970], [3.3868, 6.2890, 0.2430], [3.8314, 7.3286, -1.1096], [4.6927, 5.8237, -0.8492], [0.9351, 6.2075, -0.5868], [0.6535, 5.9369, -2.2983], [1.4925, 7.3850, -1.7647], [4.1430, 5.2131, -3.2800], [3.1845, 6.6678, -3.4912], [2.4623, 5.0859, -3.7930], [2.1434, -4.4565, -4.4153], [1.2622, -4.8017, -3.4677], [1.5550, -4.5771, -2.1707], [0.6977, -4.9170, -1.1725], [0.9417, -4.4598, 0.1684], [0.8095, -2.9353, 0.2580], [1.3556, -2.3352, 1.1955], [0.1685, -2.3131, -0.6250], [-0.5203, -5.5353, -1.4391], [-1.2745, -5.8733, -0.5643], [-0.7733, -5.7483, -2.7706], [-0.0090, -5.3968, -3.8816], [-0.4040, -5.5829, -5.0009], [2.4888, -4.1270, -1.8642], [1.9365, -4.7405, 0.5219], [0.1876, -4.9118, 0.8234], [-1.6621, -6.1923, -2.9772]], "atomic_forces_ev_per_a": [[-0.255, -1.823, 0.833], [0.085, -0.121, -0.037], [-0.236, 0.576, -0.083], [-0.308, -0.678, 0.256], [0.196, -0.324, 0.046], [-0.216, 1.064, 0.001], [1.124, -0.924, -0.170], [-0.305, 1.297, 0.021], [-0.935, -0.830, -0.152], [0.255, 0.641, -0.556], [-0.255, -0.352, 0.137], [0.231, -0.448, 0.481], [0.137, 0.468, -0.210], [-0.061, -0.096, 0.023], [0.116, 0.085, -0.036], [0.362, 0.235, -0.056], [0.147, 0.240, -0.055], [0.127, -0.104, 0.181], [0.008, -0.138, -0.076], [-0.102, 0.004, 0.112], [-0.051, -0.761, 0.989], [-0.160, 0.766, -0.488], [0.052, -0.244, 0.237], [0.142, -0.548, -0.298], [-0.047, 0.571, -0.240], [-0.019, -0.056, 0.110], [-0.035, 0.021, -0.139], [0.466, -0.159, -0.670], [0.000, 0.223, -0.131], [0.177, -0.009, 0.133], [0.050, -0.167, -0.182], [-0.182, -0.095, 0.006], [-0.132, 0.288, -0.223], [-0.146, 0.056, 0.111], [-0.089, 0.303, 0.045], [-0.127, -0.056, -0.091], [0.197, -0.207, 0.056], [-0.065, -0.061, 0.210], [0.039, 0.016, -0.005], [0.078, -0.102, -0.058], [0.064, -0.036, 0.036], [0.108, 0.057, 0.007], [-0.083, 0.000, -0.075], [-0.056, 0.009, -0.003], [-0.025, -0.019, 0.072], [-0.043, -0.091, -0.015], [-0.140, -0.001, 0.010], [-0.036, -0.093, -0.107], [0.001, 0.051, -0.065], [-0.114, 0.032, 0.098], [0.044, 0.167, -0.081], [0.101, 0.078, 0.117], [0.029, -0.098, -0.098], [0.158, 0.017, 0.006], [0.038, 0.146, -0.070], [-0.050, 0.117, 0.103], [-0.026, 0.070, 0.041], [0.048, -0.088, 0.101], [-0.049, -0.104, 0.084], [-0.128, -0.020, -0.015], [-0.029, -0.020, -0.147], [-0.041, 0.153, -0.048], [-0.096, -0.026, 0.098], [-0.019, 0.078, -0.014], [0.036, 0.006, 0.115], [0.078, 0.025, -0.035], [0.111, 0.036, 0.056], [-0.010, 0.160, -0.044], [-0.007, 0.021, 0.153], [0.007, 0.148, -0.036], [0.162, -0.026, 0.036], [-0.126, 0.031, 0.090], [-0.158, -0.028, -0.107], [0.082, 0.163, -0.076], [0.144, -0.025, -0.065], [-0.001, 0.097, -0.035], [-0.071, -0.027, -0.099], [-0.150, -0.074, -0.059], [0.437, 0.269, 0.539], [0.034, -0.061, -1.207], [-0.581, -0.452, 0.223], [-0.072, 0.504, 0.321], [0.227, -1.076, -0.183], [0.206, 0.541, 0.603], [-0.534, 0.675, -0.291], [0.520, 0.095, 0.015], [-0.536, -0.082, 0.359], [-0.345, -0.154, -0.172], [0.268, 0.176, 0.389], [0.057, -0.024, -0.322], [0.036, 0.046, -0.119], [-0.100, -0.037, -0.059], [0.218, 0.081, -0.130], [0.147, 0.069, 0.075]], "relative_energy_kcal_mol": 43.09, "charge": 1, "gap_ev": [6.457, 5.719], "s_squared": 3.8050, "e_lumo_ev": [-4.09, -4.82], "e_homo_ev": [-10.545, -10.544], "multiplicity": 4}